This record from the Open Molecules 2025 dataset describes a molecular structure, C52H77AsBN7OPSSn. The level of theory is ωB97M-V/def2-TZVPD.

Structure (XYZ):
```
142
Properties=species:S:1:pos:R:3:lowdin_spin:R:1
H -2.991 5.484 -3.158 0.0000
H -0.825 -1.107 5.647 0.0000
C 1.472 -3.486 -2.893 0.0009
H -4.458 -0.005 -2.830 0.0001
C 4.486 -1.288 1.723 0.0000
H 8.163 -1.542 2.979 0.0000
H 3.233 2.947 2.886 0.0000
C 6.127 -1.083 3.496 0.0000
N 0.347 1.443 3.093 0.0000
N -0.072 -5.457 -2.626 0.0022
H 6.357 -0.842 4.527 0.0000
C -0.892 3.242 -5.986 0.0006
H 3.716 3.081 -1.044 0.0000
H -5.018 4.058 -2.897 0.0000
H 5.029 3.564 -2.139 0.0000
C -1.934 -2.319 2.836 0.0000
H -1.636 -5.750 -3.981 0.0002
C 1.700 -2.169 -2.460 0.0023
C 6.825 -1.766 1.309 0.0000
H -6.990 2.659 -3.516 0.0000
C 2.634 4.233 -3.288 0.0000
C -1.238 4.351 0.186 0.0000
H -2.012 3.628 0.456 0.0000
H 4.345 -4.059 1.312 0.0000
S -1.842 -1.259 -4.787 0.3176
C 2.521 -4.302 -3.325 0.0000
C -1.417 -5.903 -2.923 0.0002
H 1.947 4.268 -4.134 0.0000
H 0.287 4.596 -1.296 0.0000
H 4.636 -4.492 -3.656 0.0000
H -1.643 -3.552 4.689 0.0000
C -5.070 0.244 -1.956 0.0003
C 0.064 -4.040 -2.982 0.0091
H 2.127 1.973 0.542 0.0000
H 4.809 3.183 -4.624 0.0000
C 4.088 -2.552 -2.892 0.0001
H 3.653 -4.063 -0.333 0.0000
C -1.833 5.752 0.099 0.0000
H -0.284 -3.942 -4.016 -0.0002
C 1.737 1.941 1.551 -0.0001
C -1.182 -1.392 4.671 0.0000
C -2.226 5.447 -2.380 0.0000
H -3.105 4.474 -4.988 0.0000
H -5.492 1.911 -4.049 0.0000
N 0.580 1.337 1.769 -0.0002
C 3.037 -1.743 -2.477 0.0006
H -2.179 -5.357 -2.339 0.0001
C -4.030 2.563 -1.656 0.0003
C -0.585 3.949 -1.128 0.0000
C 4.232 2.832 -1.972 -0.0001
H -5.939 3.535 -1.505 0.0000
H 5.273 -1.912 -0.167 0.0000
C 1.345 1.002 -2.636 0.0178
H -6.983 1.128 -1.520 0.0000
H -4.547 3.488 -4.977 0.0000
H -0.738 1.219 5.005 0.0000
H -1.484 6.211 -2.644 0.0000
H -0.499 4.290 0.987 0.0000
H -4.866 1.325 -0.113 0.0000
H 3.039 -5.189 0.892 0.0000
C -6.070 2.183 -3.162 0.0000
H -0.514 -5.171 -0.564 0.0000
H 4.031 -0.667 3.719 0.0000
H 4.681 1.845 -1.852 0.0000
H 1.703 -2.478 3.758 0.0000
H -1.027 6.473 -0.092 0.0000
H -1.480 1.194 -5.739 0.0102
C -2.849 5.839 -1.037 0.0000
H 1.346 2.263 4.765 0.0000
H -1.514 -6.968 -2.697 0.0000
H 2.291 -5.311 -3.653 0.0001
C -1.261 -1.323 -3.316 0.5768
C 0.220 -5.667 -1.222 0.0001
H -6.961 0.218 -3.029 0.0000
H 3.278 -3.284 3.498 0.0000
C -1.854 3.470 -7.157 0.0001
C 3.830 -3.847 -3.323 0.0004
H 2.490 -0.536 1.875 0.0000
H -0.819 4.157 -5.389 0.0004
H -4.577 4.002 4.158 0.0000
N -2.173 1.910 3.475 0.0000
N -2.753 2.003 2.267 0.0000
H -0.617 1.806 -4.371 -0.0003
C 3.431 -4.184 0.729 0.0000
H -2.479 2.727 5.397 0.0000
B -0.951 1.022 3.826 0.0000
H -0.211 2.925 -1.072 0.0000
H -3.742 3.201 -0.817 0.0000
H 5.103 -2.165 -2.894 0.0000
C 2.227 -3.254 3.202 0.0000
H -0.614 -3.420 -2.379 0.0092
H 3.314 2.491 -5.292 0.0000
H 7.606 -2.068 0.620 0.0000
H 1.753 -4.208 3.432 0.0000
H -2.297 6.037 1.047 0.0000
H -0.833 4.038 -3.222 0.0001
N -1.742 -1.041 2.553 0.0000
C 3.246 2.833 -3.150 -0.0001
C 3.078 -1.210 1.250 -0.0002
C -3.312 3.236 -6.726 0.0000
C -2.738 2.388 -4.444 0.0001
C -2.813 2.688 4.374 0.0000
C -3.488 3.479 -5.227 0.0000
H -5.261 -0.700 -1.441 0.0002
C 1.365 2.092 3.701 0.0000
C -4.295 1.177 -1.037 0.0001
H -3.603 2.203 -6.938 0.0000
C 7.140 -1.473 2.630 0.0000
H 3.015 -0.836 0.228 -0.0002
C 4.817 -0.990 3.046 0.0000
H -3.261 6.850 -1.113 0.0000
O -1.637 1.406 -2.150 0.0055
H -1.602 2.790 -7.976 0.0001
H -3.988 3.875 -7.300 0.0000
H 0.116 3.040 -6.354 0.0001
H 2.076 4.493 -2.386 0.0000
H -3.693 5.180 -0.813 0.0000
C -6.374 0.896 -2.403 0.0000
H 3.266 -0.723 -2.181 0.0002
H -2.296 -2.985 2.067 0.0000
N -1.274 -0.478 3.680 0.0000
H -3.319 1.458 -4.495 -0.0004
C -5.280 3.176 -2.304 0.0001
C -3.861 3.316 3.735 0.0000
H 4.413 1.468 -4.367 0.0000
C 5.516 -1.675 0.862 0.0000
Sn 0.154 -0.623 -1.624 0.0343
As 2.034 -2.902 1.273 -0.0001
C -3.768 2.842 2.414 0.0000
H -3.342 0.732 -0.753 0.0001
C 3.996 2.473 -4.440 0.0000
C 2.297 2.433 2.744 0.0000
H 3.418 4.980 -3.444 0.0000
C -1.367 2.085 -5.114 0.0094
P -2.462 2.539 -2.633 0.0004
C -1.601 -2.607 4.173 0.0000
H 0.223 -6.738 -0.997 0.0000
H -4.398 3.071 1.566 0.0000
H 1.198 -5.260 -0.991 0.0000
C 2.191 1.837 -2.896 0.0011
C -1.506 4.088 -2.357 0.0001
H -1.735 4.486 -7.546 0.0000
```

As for the orbital gap (alpha / beta): 4.78 / 5.58 eV. Its expectation value of S² is 0.756. The value obtained for the lowest unoccupied orbital energy (alpha / beta) is 0.14560 / 0.14543 Eh. The value obtained for the energy above the lowest of the compared OMol25 structures with the same formula, charge and spin is 32.26 kcal per mole. Its charge is -2. As for the multiplicity: 2.

=====

This record from the Open Molecules 2025 dataset describes a molecular structure, C52H78O43Rb2S at a distorted geometry. The level of theory is ωB97M-V/def2-TZVPD.

Structure (XYZ):
```
176
Properties=species:S:1:pos:R:3:mulliken_charge:R:1
C -5.403 4.308 -1.492 0.6399
C 5.394 -0.681 -0.906 0.2667
O 1.865 6.295 -3.516 -0.6498
O -4.895 -2.378 0.698 -0.4321
H 3.890 3.320 -5.669 0.3228
C -0.805 -2.161 -8.259 -1.4530
O 4.198 -0.500 -1.098 -0.0076
H -1.204 8.047 0.459 0.2923
H 2.298 -0.588 1.384 -0.2739
H -6.243 2.076 1.825 0.3984
O 4.976 2.519 0.581 -0.3598
C -5.034 -3.227 1.746 0.4949
H 1.129 3.691 1.611 0.0233
H 2.467 1.694 2.101 -1.2947
H -5.135 -4.107 4.975 0.2471
H 1.654 -8.289 -2.146 0.3764
H 2.020 -0.305 3.025 -0.1235
O -2.552 -1.767 4.668 0.5910
H -1.142 -3.336 0.234 0.1575
C 1.479 -2.299 2.462 2.7054
C 0.277 -7.136 -0.852 0.5529
C 7.633 -0.316 -0.800 -0.4873
H 7.511 -1.883 0.653 0.3383
H -4.422 -4.891 6.404 0.4013
H -1.413 -4.528 1.530 0.5395
H -2.121 3.869 -3.025 0.4982
C -3.585 -1.030 5.012 0.3370
H -2.349 -4.521 0.024 0.5266
O 0.968 0.960 0.034 -1.2113
O 0.205 5.148 -2.443 -0.3403
C -4.804 2.993 0.220 1.0977
H -4.434 1.698 -1.449 0.0408
C 5.173 2.574 -4.114 0.6077
H -0.723 -2.255 -9.342 0.4219
H 2.445 4.782 1.538 0.3869
O -1.106 2.059 0.509 -1.1109
C 2.102 3.889 2.060 -1.4277
C -5.471 1.829 1.096 -1.5931
H -1.249 -3.068 -7.848 0.3397
H 0.177 -8.257 -2.796 0.3669
H -3.221 -2.226 -0.482 -0.7336
O -5.770 3.767 -0.353 -0.4935
H -2.328 -1.603 8.095 -0.2828
S -0.448 0.762 0.392 1.7439
C -4.834 -3.961 6.012 -1.6223
O 1.252 -5.804 0.851 -0.2137
H -0.799 -7.061 -0.699 0.1951
O -6.094 -3.511 2.254 -0.5964
C -2.079 -0.902 -4.164 -0.2403
H 8.209 0.207 -0.036 0.3065
O 1.799 -0.053 -7.050 -0.2962
H -1.685 -3.121 5.891 0.3404
H -2.223 -2.233 2.180 -0.6861
C -3.540 -1.991 0.533 0.7755
H -2.166 -1.912 -4.565 0.4312
H -5.043 -1.651 -2.447 0.4382
O 3.669 -1.512 2.689 -0.3695
C -1.275 3.185 -2.961 -1.5255
C 1.288 -5.138 -0.286 0.4230
C 5.311 2.528 1.845 0.5177
H -3.610 -2.724 -2.448 0.3572
O 0.427 -1.647 -6.270 -0.3537
O 2.414 -3.349 2.674 -0.5492
H -1.491 2.164 -2.648 -0.0904
O -3.746 1.597 -5.876 -0.6337
H 0.800 -0.228 -8.918 0.3487
O 2.023 4.068 -3.189 -0.3439
C -3.767 -2.904 6.203 0.3893
H -1.138 -0.900 -3.613 0.0104
H -4.470 6.814 0.968 0.3680
H 3.278 1.551 0.075 -0.4820
C 2.984 2.617 1.837 2.6664
O -4.076 0.248 -3.999 -0.4506
H -0.961 3.025 -3.992 0.6211
C 3.598 2.527 0.441 1.0474
H 5.483 2.846 -6.235 0.3866
O -4.374 3.636 -1.949 -0.3833
C -4.135 -1.931 -2.981 -2.1016
H -5.838 1.002 0.489 0.3664
H -4.507 -2.302 -3.936 0.5358
Rb -1.548 1.988 3.260 0.9642
C 4.584 1.191 -4.097 0.8901
H -2.606 5.405 -0.153 -0.5366
H 3.835 1.193 -4.889 0.0430
H 0.207 -3.305 3.866 0.5410
O -0.376 6.391 1.490 -0.2861
H -4.310 3.693 0.893 -0.0075
H -0.206 3.744 -1.046 -0.3451
C -1.897 -3.891 0.791 -1.9394
H 0.159 -7.568 1.248 0.3336
H -3.895 0.443 8.443 0.3039
H -2.727 -3.826 4.576 0.4686
O 4.182 2.686 2.611 -0.5171
H -3.312 1.634 9.518 0.3669
O -2.457 5.773 1.760 -0.3350
H -3.434 -2.863 7.240 0.1671
C -4.060 2.635 -1.036 0.7234
C 0.620 -8.298 -1.801 -1.5539
C -3.316 -0.696 -3.299 2.3759
O -0.247 0.916 5.641 -0.6172
O -2.202 0.067 -5.168 -0.2654
C 1.310 3.046 -2.423 1.6728
H 0.469 -9.283 -1.360 0.3692
H -0.941 0.628 9.551 0.3177
C 7.989 -2.754 -1.286 -1.6032
C -1.084 6.966 0.376 -0.1541
O -1.408 1.073 7.611 -0.3261
H -3.374 -0.935 0.746 -0.0829
C -1.388 -1.076 8.258 0.0711
O 5.718 0.368 -4.349 -0.3796
H -4.016 7.392 -0.689 0.3757
C -2.594 -3.020 5.298 -0.5700
O -5.873 5.282 -1.998 -0.6128
H 1.018 2.204 -3.050 -0.0850
Rb 1.418 -1.308 -1.746 0.7202
H 9.076 -2.744 -1.374 0.4096
C -2.789 -2.912 1.541 2.3011
H -0.695 6.591 -0.570 0.1821
C -1.268 5.825 2.319 0.6473
C 7.329 -1.738 -0.412 0.4569
C 4.951 3.329 -5.416 -1.4878
C 3.721 -2.882 2.731 0.4507
H 1.797 2.631 -1.541 -1.1644
H -2.988 2.647 -0.840 -0.5215
O 6.368 0.221 -1.046 -0.3361
C 0.924 -7.188 0.571 -0.5847
H 5.378 4.330 -5.367 0.3911
H -0.192 -1.592 3.636 0.1120
O -4.331 -1.645 5.957 -0.4291
H 2.274 -1.198 -8.686 0.3036
O 5.950 -1.843 -0.678 -0.3078
H -5.747 -3.794 6.584 0.3904
H 8.156 -0.247 -1.754 0.2784
C 6.819 1.128 -4.273 0.5202
C -3.366 0.729 -5.055 0.4727
H 4.714 3.143 -3.305 0.1646
H 1.117 -2.861 -7.846 0.1953
H 0.856 -2.464 1.584 -0.7145
O -3.876 0.001 4.488 -0.6569
H 1.138 -2.038 4.663 0.3748
O 6.450 2.514 2.255 -0.6315
C 0.542 -1.952 -7.666 0.4631
H 1.749 -7.900 0.526 0.3446
H -1.386 -1.257 -8.078 0.3413
H -3.586 8.248 0.783 0.5075
O 4.787 -3.584 2.887 -0.6488
C 0.625 -2.306 3.739 -1.9601
C 1.402 -0.772 -8.191 -0.5403
O -0.744 -0.894 6.991 -0.2059
H -0.633 -1.511 8.913 0.3835
O -3.842 -3.618 2.223 -0.4236
H 7.696 -2.693 -2.334 0.3763
H 4.056 0.999 -3.163 -0.4330
C -3.695 7.257 0.343 -1.7645
H -3.332 -0.028 9.992 0.4134
C -0.750 0.391 6.652 0.6339
O 6.515 2.337 -3.826 -0.3970
C -3.092 0.630 9.156 -1.4661
O 7.913 0.801 -4.731 -0.6371
O -0.617 0.079 1.659 -0.9576
C -0.044 3.808 -2.122 1.1580
C 1.330 5.248 -3.151 0.3965
H 7.653 -3.743 -0.974 0.3489
H 3.198 3.254 -0.265 -0.1696
H -2.973 -0.332 -2.331 -0.7848
C 1.243 -0.596 -5.941 0.2352
O -1.074 5.376 3.477 -0.6762
C -2.450 6.273 0.487 1.4440
H 1.840 4.027 3.109 0.4965
O -1.018 0.057 -0.750 -0.4648
O 0.751 -5.919 -1.340 -0.3446
O 1.515 -0.292 -4.831 0.1763
O 1.647 -3.962 -0.411 -0.2210
C 2.369 -1.087 2.351 0.4628
H -4.649 1.397 1.667 0.2880
C -1.639 0.319 8.773 0.2949
```

As for the orbital gap: 8.28 eV. The value obtained for the lowest unoccupied orbital energy is -0.01568 Eh. Its charge is 0.

=====

Question: charge of number 2 (C52H78O43Rb2S)?
Answer: 0

=====

Question: Among the records above, which one has the lowest charge?
Answer: C52H77AsBN7OPSSn

=====

Question: Which of these has the highest charge?
Answer: C52H78O43Rb2S